Record 1
{"formula": "C4H6N2O", "method": "ωB97M-V with the def2-TZVPD basis set", "symbols": ["N", "C", "C", "O", "N", "C", "C", "H", "H", "H", "H", "H", "H"], "positions_angstrom": [[1.771, 0.714, -0.430], [0.479, 0.152, -0.237], [-0.124, 0.086, 0.969], [0.444, 0.275, 2.174], [-1.426, -0.285, 0.772], [-1.612, -0.573, -0.563], [-0.399, -0.377, -1.229], [1.591, 1.695, -0.634], [2.200, 0.358, -1.282], [1.380, 0.404, 1.929], [-2.102, -0.383, 1.513], [-2.615, -0.796, -0.913], [0.340, -1.197, -1.387]], "smiles": "Nc1cc[nH]c1O", "homo_lumo_gap_ev": 8.487, "fmax_ha_per_bohr": 0.05234, "homo_energy_ev": -7.61, "e_lumo_ev": 0.9, "charge": 0}

Record 2
{"formula": "C3H6FN3", "method": "ωB97M-V with the def2-TZVPD basis set", "symbols": ["C", "C", "C", "N", "N", "N", "F", "H", "H", "H", "H", "H", "H"], "positions_angstrom": [[-0.949, -0.564, 0.292], [2.043, 0.500, 0.079], [1.151, -0.233, -0.945], [2.310, -0.248, 1.214], [-0.176, -0.635, -0.600], [-1.974, -0.384, 0.890], [-4.136, 0.528, -0.170], [2.945, 0.782, -0.443], [1.819, 1.435, 0.601], [0.911, 0.353, -1.776], [1.670, -1.141, -1.096], [-2.354, -0.704, 1.793], [-3.260, 0.311, 0.161]], "homo_lumo_gap_ev": [8.921, 8.931], "fmax_ha_per_bohr": 0.06983, "homo_energy_ev": [-9.96, -9.91], "e_lumo_ev": [-1.0, -1.0], "charge": 0}

Record 3
{"formula": "C4H5NO2", "method": "ωB97M-V with the def2-TZVPD basis set", "symbols": ["O", "C", "C", "O", "N", "C", "C", "H", "H", "H", "H", "H"], "positions_angstrom": [[1.281, 0.328, 1.458], [2.039, 0.263, 0.502], [1.892, -0.817, -0.415], [2.272, -1.694, -1.064], [-0.278, -0.417, 0.097], [-1.705, -0.576, -0.110], [-1.085, 0.754, -0.245], [2.624, 1.109, 0.142], [-2.280, -0.810, 0.790], [-2.014, -1.118, -0.998], [-0.969, 1.187, -1.238], [-1.234, 1.496, 0.542]], "homo_lumo_gap_ev": [7.485, 8.882], "fmax_ha_per_bohr": 0.03270, "homo_energy_ev": [-7.83, -9.19], "e_lumo_ev": [-0.3, -0.3], "charge": 0}

Record 4
{"formula": "C47H37F6N4PSeSiZn", "method": "ωB97M-V with the def2-TZVPD basis set", "symbols": ["Zn", "C", "C", "C", "C", "C", "C", "C", "C", "C", "C", "C", "C", "C", "C", "C", "C", "C", "C", "C", "N", "C", "C", "C", "C", "C", "C", "C", "C", "C", "C", "C", "C", "N", "C", "C", "C", "C", "C", "N", "C", "C", "C", "C", "C", "C", "C", "C", "N", "H", "H", "H", "H", "H", "H", "H", "H", "H", "H", "H", "H", "H", "H", "H", "H", "H", "H", "H", "H", "H", "H", "H", "H", "H", "H", "H", "H", "F", "P", "F", "F", "F", "F", "F", "C", "Si", "C", "C", "Se", "H", "H", "H", "H", "H", "H", "H", "H", "H"], "positions_angstrom": [[-0.581, -0.236, 0.475], [-4.426, 4.063, 5.573], [-3.662, 4.643, 4.570], [-2.966, 3.849, 3.670], [-3.032, 2.463, 3.765], [-3.794, 1.886, 4.778], [-4.488, 2.681, 5.678], [-2.304, 1.589, 2.800], [-3.012, 1.134, 1.689], [-4.335, 1.593, 1.336], [-4.626, 1.042, 0.138], [-3.493, 0.222, -0.229], [-3.366, -0.461, -1.441], [-4.488, -0.365, -2.410], [-5.754, -0.864, -2.110], [-6.790, -0.757, -3.026], [-6.577, -0.142, -4.251], [-5.318, 0.354, -4.559], [-4.280, 0.242, -3.648], [-2.250, -1.214, -1.830], [-1.081, -1.353, -1.144], [-0.318, -2.250, -1.826], [0.949, -2.712, -1.444], [1.624, -3.695, -2.334], [1.890, -3.378, -3.667], [2.528, -4.283, -4.501], [2.924, -5.521, -4.016], [2.662, -5.851, -2.695], [2.012, -4.950, -1.865], [1.629, -2.298, -0.289], [2.951, -2.740, 0.089], [3.282, -2.077, 1.220], [2.164, -1.226, 1.547], [1.182, -1.380, 0.613], [2.135, -0.354, 2.642], [1.046, 0.449, 2.994], [0.968, 1.225, 4.208], [-0.279, 1.750, 4.259], [-0.969, 1.295, 3.078], [-0.139, 0.518, 2.327], [3.332, -0.303, 3.526], [4.083, 0.867, 3.626], [5.196, 0.925, 4.451], [5.577, -0.186, 5.190], [4.840, -1.358, 5.093], [3.726, -1.414, 4.270], [-1.046, -2.720, -2.980], [-2.231, -2.067, -2.992], [-2.547, 0.280, 0.744], [-4.973, 4.687, 6.269], [-3.610, 5.722, 4.487], [-2.378, 4.292, 2.875], [-3.837, 0.806, 4.850], [-5.079, 2.222, 6.461], [-4.920, 2.289, 1.914], [-5.502, 1.204, -0.466], [-5.924, -1.345, -1.154], [-7.767, -1.155, -2.780], [-7.390, -0.044, -4.960], [-5.144, 0.840, -5.511], [-3.303, 0.653, -3.869], [1.599, -2.406, -4.043], [2.724, -4.021, -5.534], [3.427, -6.227, -4.665], [2.967, -6.816, -2.309], [1.787, -5.222, -0.841], [3.552, -3.451, -0.451], [4.204, -2.141, 1.772], [1.758, 1.332, 4.933], [-0.713, 2.365, 5.029], [3.788, 1.729, 3.039], [5.769, 1.842, 4.518], [6.443, -0.140, 5.838], [5.132, -2.230, 5.665], [3.145, -2.325, 4.203], [-0.709, -3.475, -3.670], [-3.036, -2.178, -3.698], [-0.904, 1.727, -0.881], [-1.292, 3.196, -1.545], [-1.660, 4.622, -2.196], [-2.665, 2.558, -2.114], [-2.042, 3.587, -0.169], [-0.529, 2.742, -2.898], [0.090, 3.798, -0.963], [3.240, 0.537, -4.192], [3.784, 1.070, -2.459], [4.896, -0.279, -1.726], [4.773, 2.678, -2.624], [2.118, 1.399, -0.940], [4.013, 0.766, -4.930], [2.322, 1.048, -4.490], [3.055, -0.538, -4.221], [5.909, -0.240, -2.132], [4.477, -1.267, -1.921], [4.957, -0.160, -0.643], [5.598, 2.579, -3.334], [5.182, 2.971, -1.655], [4.122, 3.486, -2.965]], "homo_lumo_gap_ev": [5.773, 5.324], "s_squared": 0.753, "spin_multiplicity": 2, "fmax_ha_per_bohr": 0.01246, "homo_energy_ev": [-4.44, -4.43], "e_lumo_ev": [1.3, 0.9], "charge": -1}

Record 5
{"formula": "C3H3N3O", "method": "ωB97M-V with the def2-TZVPD basis set", "symbols": ["O", "C", "C", "N", "N", "C", "N", "H", "H", "H"], "positions_angstrom": [[2.019, -0.361, 0.430], [0.851, -0.070, -0.156], [0.329, 1.245, -0.153], [-0.940, 1.348, 0.172], [-1.735, 0.277, 0.234], [-1.242, -0.833, -0.290], [0.060, -1.067, -0.464], [1.779, -1.136, 0.968], [0.897, 2.159, -0.307], [-1.928, -1.646, -0.505]], "smiles": "Oc1cnncn1", "homo_lumo_gap_ev": 10.048, "fmax_ha_per_bohr": 0.01506, "homo_energy_ev": -9.78, "e_lumo_ev": 0.3, "charge": 0}

Record 6
{"formula": "C2H38NO17", "method": "ωB97M-V with the def2-TZVPD basis set", "symbols": ["C", "N", "C", "O", "H", "H", "H", "H", "H", "H", "H", "H", "O", "H", "H", "O", "H", "H", "O", "H", "H", "O", "H", "H", "O", "H", "H", "O", "H", "H", "O", "H", "H", "O", "H", "H", "O", "H", "H", "O", "H", "H", "O", "H", "H", "O", "H", "H", "O", "H", "H", "O", "H", "H", "O", "H", "H", "O"], "positions_angstrom": [[0.469, -2.843, -1.972], [0.059, -1.901, -0.957], [0.882, -0.888, -0.201], [1.027, 0.225, -0.957], [0.842, -3.862, -1.729], [1.222, -2.566, -2.713], [-0.404, -2.986, -2.583], [-0.868, -1.597, -1.066], [1.847, -1.398, -0.171], [0.392, -0.687, 0.717], [-1.023, -3.163, 0.219], [-2.380, -3.378, -0.557], [-1.864, -3.293, 0.230], [2.985, 1.783, 1.700], [3.935, 1.392, 0.800], [3.821, 1.212, 1.777], [-1.988, 0.971, 2.243], [-2.980, -0.022, 2.794], [-2.476, 0.142, 2.070], [3.686, 1.057, -1.418], [2.126, 0.949, -0.691], [3.210, 1.461, -0.719], [-2.390, 0.070, -1.267], [-3.349, -1.256, -1.273], [-2.498, -0.967, -1.548], [2.405, -0.945, 3.766], [2.230, 0.144, 2.849], [1.779, -0.151, 3.707], [3.882, -0.405, 2.021], [3.227, -1.414, 1.356], [3.555, -1.312, 2.121], [-1.590, -1.218, 2.869], [-1.984, -2.550, 2.457], [-1.870, -2.001, 3.284], [-1.633, 3.017, -0.108], [-1.747, 3.122, 1.305], [-2.372, 3.035, 0.583], [-2.317, -0.444, -3.118], [-2.159, 1.091, -3.499], [-2.638, 0.289, -3.783], [3.356, 0.140, -2.609], [1.727, -0.247, -2.808], [2.672, 0.066, -3.305], [-0.339, 1.036, -4.385], [0.337, 0.600, -3.098], [0.209, 1.301, -3.557], [0.363, 1.780, 2.363], [-0.174, 1.496, 3.781], [-0.543, 1.807, 2.965], [0.159, 1.838, -1.177], [-0.172, 3.085, -1.975], [-0.416, 2.527, -1.160], [1.018, 2.796, 0.422], [1.200, 1.344, 0.454], [1.445, 2.133, 0.907], [-3.945, -0.736, 0.654], [-3.611, -2.293, 0.230], [-4.343, -1.579, 0.258]], "homo_lumo_gap_ev": 8.578, "fmax_ha_per_bohr": 0.21069, "homo_energy_ev": -6.09, "e_lumo_ev": 2.5, "charge": -1}